Record 1
Formula: C23H30N2O3S
Source: the Open Molecules 2025 dataset
Level of theory: the ωB97M-V functional and the def2-TZVPD basis

The gap between HOMO and LUMO is 9.346 eV. The value obtained for the molecular weight is 414.571 g mol⁻¹. The energy above the lowest of the compared OMol25 structures with the same formula, charge and spin is 32.8 kcal/mol. The HOMO energy comes out at -8.7 eV. The value obtained for the calculated total energy is -1627.8852 a.u. Its SMILES is Cc1ccc(N(Cc2ccc(C(=O)NC3CCCCC3)cc2)S(C)(=O)=O)cc1C.

```
59
Properties=species:S:1:pos:R:3:forces:R:3
C 6.494 -0.325 1.890 -0.06 -0.01 -0.02
C 5.194 -0.985 1.547 -0.05 -0.08 -0.03
C 5.133 -2.358 1.344 -0.04 0.06 0.01
C 3.944 -2.993 1.042 -0.04 0.07 0.08
C 2.779 -2.247 0.921 0.79 0.16 0.24
N 1.578 -2.912 0.594 -0.09 -0.47 -0.85
C 0.351 -2.677 1.332 -0.50 -0.17 0.07
C -0.401 -1.423 0.962 -0.10 0.10 0.07
C -1.119 -1.371 -0.228 -0.07 -0.04 0.12
C -1.799 -0.222 -0.592 -0.02 0.14 0.09
C -1.774 0.898 0.233 0.26 -0.15 0.08
C -2.458 2.181 -0.123 -0.10 -0.28 -0.08
O -1.965 3.261 0.140 0.11 0.23 0.14
N -3.649 2.018 -0.743 -0.27 -0.24 -0.16
C -4.515 3.111 -1.166 0.32 0.37 0.14
C -3.813 3.995 -2.200 -0.26 -0.08 -0.17
C -4.747 5.109 -2.662 0.22 0.12 0.12
C -5.200 5.950 -1.473 -0.28 -0.10 -0.15
C -5.895 5.073 -0.437 0.22 0.11 0.11
C -4.964 3.959 0.027 -0.27 -0.09 -0.11
C -1.058 0.846 1.424 -0.08 0.10 -0.07
C -0.390 -0.307 1.791 -0.14 -0.08 -0.08
S 1.498 -3.533 -0.941 0.14 0.33 -0.54
C 1.694 -2.091 -2.028 -0.05 -0.74 0.61
O 2.624 -4.386 -1.169 0.21 0.15 0.02
O 0.189 -4.091 -1.120 -0.25 0.17 0.14
C 2.834 -0.869 1.099 -0.04 -0.08 0.00
C 4.023 -0.232 1.422 -0.02 -0.09 0.00
C 4.042 1.253 1.620 0.02 -0.05 0.00
H 6.421 0.193 2.846 0.07 0.07 0.06
H 6.761 0.413 1.135 0.09 0.08 -0.01
H 7.293 -1.059 1.954 0.08 -0.01 0.01
H 6.036 -2.945 1.434 0.10 -0.06 0.01
H 3.906 -4.057 0.880 0.01 -0.11 0.03
H -0.278 -3.546 1.123 -0.02 0.12 0.27
H 0.606 -2.665 2.396 0.01 -0.06 -0.13
H -1.147 -2.247 -0.859 -0.05 -0.03 -0.07
H -2.330 -0.196 -1.533 -0.05 0.01 -0.08
H -4.003 1.081 -0.839 0.08 0.06 0.08
H -5.395 2.649 -1.629 0.08 0.01 0.04
H -3.501 3.384 -3.051 0.05 -0.03 0.02
H -2.922 4.423 -1.741 0.04 -0.03 -0.02
H -5.621 4.673 -3.154 -0.06 0.02 -0.08
H -4.233 5.738 -3.391 -0.05 -0.02 -0.08
H -4.330 6.426 -1.017 0.05 0.09 0.03
H -5.878 6.737 -1.810 0.05 0.07 0.03
H -6.797 4.637 -0.874 -0.10 0.02 0.00
H -6.198 5.677 0.421 -0.09 -0.03 0.00
H -5.467 3.322 0.759 0.05 -0.02 0.03
H -4.078 4.387 0.498 0.01 -0.03 0.04
H -1.038 1.722 2.055 0.01 0.09 0.04
H 0.149 -0.341 2.727 0.07 -0.01 0.09
H 2.693 -1.708 -1.873 0.17 0.10 0.02
H 0.943 -1.354 -1.774 -0.11 0.11 0.06
H 1.570 -2.436 -3.046 -0.02 -0.15 -0.15
H 1.937 -0.280 0.983 -0.02 0.06 -0.05
H 4.374 1.500 2.627 0.03 0.11 0.06
H 3.052 1.676 1.468 -0.04 0.07 0.00
H 4.732 1.724 0.921 0.04 0.11 -0.02
```
Forces are in eV/Å.



Record 2
Formula: C23H30N6O3S
Source: the Open Molecules 2025 dataset
Level of theory: the ωB97M-V functional and the def2-TZVPD basis

The gap between HOMO and LUMO is 8.545 eV. The value obtained for the molecular weight is 470.599 g mol⁻¹. The energy above the lowest of the compared OMol25 structures with the same formula, charge and spin is 0.0 kcal/mol. The HOMO energy comes out at -8.2 eV. The value obtained for the calculated total energy is -1846.9983 a.u. Its SMILES is CC(C)n1c(SCC(=O)Nc2ccccc2N2CCCCC2)nc2c1c(=O)n(C)c(=O)n2C.

```
63
Properties=species:S:1:pos:R:3:forces:R:3
C 3.221 -1.009 3.309 -0.11 -0.15 -0.13
C 2.700 -1.477 1.951 0.67 -0.18 0.22
C 3.704 -1.193 0.839 -0.24 -0.12 0.09
N 1.412 -0.858 1.680 -0.40 0.26 -0.14
C 1.087 0.448 1.556 -0.24 -0.14 0.02
S 2.223 1.755 1.391 0.42 0.36 -0.11
C 1.154 3.172 1.774 -0.03 -0.35 0.28
C -0.206 3.248 1.078 0.39 0.21 0.13
O -1.131 3.756 1.669 -0.19 0.08 0.07
N -0.213 2.828 -0.209 0.13 0.19 -0.70
C -1.370 2.591 -0.967 -0.10 -0.02 0.03
C -2.530 3.332 -0.794 -0.06 0.12 0.05
C -3.668 3.024 -1.520 0.02 -0.07 -0.05
C -3.653 1.977 -2.423 -0.14 0.00 -0.03
C -2.492 1.248 -2.617 0.14 0.01 -0.01
C -1.336 1.545 -1.907 -0.19 0.11 0.11
N -0.132 0.811 -2.039 -0.06 0.01 -0.01
C 0.886 1.444 -2.865 0.35 0.11 0.02
C 2.244 0.811 -2.569 -0.09 -0.05 -0.32
C 2.182 -0.687 -2.853 0.01 0.05 0.29
C 1.038 -1.309 -2.057 -0.08 -0.02 -0.31
C -0.271 -0.592 -2.378 0.13 -0.31 0.31
N -0.214 0.663 1.463 -0.32 -0.18 0.19
C -0.772 -0.561 1.516 1.25 -0.66 0.17
C 0.204 -1.536 1.653 -0.71 0.38 -0.09
C -0.113 -2.928 1.703 0.17 0.28 -0.02
O 0.670 -3.857 1.808 0.16 -0.13 0.02
N -1.493 -3.132 1.607 -0.01 -0.27 0.01
C -1.969 -4.505 1.642 -0.07 -0.30 0.01
C -2.490 -2.175 1.465 0.03 0.32 0.00
O -3.655 -2.491 1.377 -0.30 -0.12 -0.05
N -2.092 -0.855 1.432 -0.12 -0.14 0.07
C -3.077 0.193 1.264 -0.33 0.18 -0.07
H 4.122 -1.560 3.562 0.12 -0.05 0.05
H 2.479 -1.188 4.084 -0.04 0.00 0.07
H 3.458 0.052 3.284 0.04 0.08 0.06
H 2.497 -2.552 1.990 0.00 0.25 -0.03
H 4.637 -1.701 1.065 0.12 -0.02 0.01
H 3.902 -0.126 0.757 0.12 0.04 -0.06
H 3.336 -1.561 -0.114 -0.01 -0.01 -0.13
H 0.981 3.191 2.850 -0.11 0.09 -0.15
H 1.746 4.046 1.496 -0.01 -0.05 0.01
H 0.562 2.242 -0.495 -0.07 0.01 0.22
H -2.544 4.129 -0.071 0.02 0.03 0.03
H -4.567 3.602 -1.372 -0.08 0.06 0.03
H -4.541 1.727 -2.984 -0.08 -0.02 -0.04
H -2.489 0.438 -3.331 0.04 -0.09 -0.06
H 0.905 2.517 -2.659 -0.03 -0.03 -0.03
H 0.652 1.316 -3.937 -0.03 0.08 0.04
H 3.011 1.285 -3.183 0.04 0.05 0.01
H 2.500 0.971 -1.520 0.01 0.08 0.04
H 3.130 -1.162 -2.594 0.03 -0.04 -0.07
H 2.009 -0.848 -3.920 0.04 -0.04 -0.07
H 0.940 -2.371 -2.290 -0.01 -0.05 0.03
H 1.236 -1.211 -0.989 -0.03 -0.03 0.09
H -1.086 -1.012 -1.781 -0.01 0.01 -0.08
H -0.505 -0.741 -3.446 -0.07 0.03 0.04
H -2.503 -4.735 0.720 0.00 -0.02 0.06
H -2.652 -4.637 2.481 0.01 -0.02 -0.06
H -1.101 -5.151 1.751 -0.12 0.06 -0.01
H -3.995 -0.110 1.764 0.07 0.06 -0.03
H -2.681 1.110 1.695 -0.03 0.01 -0.01
H -3.284 0.357 0.205 -0.03 0.05 0.00
```
Forces are in eV/Å.



Question: What is the gap between HOMO and LUMO in the second record?
Answer: 8.545 eV



Question: The highest molecular weight belongs to which entry?
Answer: C23H30N6O3S